Record 1
26
Properties=species:S:1:pos:R:3:forces:R:3 method="wB97M-V/def2-TZVPD" charge=-1 lumo_ev=3.6 homo_energy_ev=-3.8 orbital_gap_ev=7.40 de_lowest_kcal_mol=25.92
C 1.38809 1.52962 0.50890 -3.000 1.516 -3.217
C 1.68539 -1.17398 0.76300 -0.817 -1.088 -0.068
C 0.60152 0.61264 -0.46963 -0.430 1.467 -0.631
C -1.59473 -1.96092 -0.85734 -0.588 0.818 0.925
C -0.94050 -2.81467 0.28122 -1.993 3.963 -1.410
C -0.67070 -1.32603 0.07713 -0.355 1.244 4.406
C 1.08808 3.03466 0.31448 -0.851 -1.914 -0.776
N 2.30559 1.09882 1.20287 1.481 1.108 2.020
N 2.53870 -0.21991 1.20007 0.763 -0.170 -0.197
N 0.61951 -0.75653 0.01056 -0.371 0.368 -1.304
N -1.44937 -0.26119 1.49966 0.955 -1.115 -3.793
O -3.83761 -0.03088 0.23382 0.962 0.316 0.104
O 1.90761 -2.33680 1.04329 -0.017 -0.786 0.272
O -2.04302 1.67459 -0.02912 0.388 0.864 -1.329
S -2.79885 0.83622 0.89811 -0.909 -1.535 1.887
H -0.48025 0.97743 -0.64969 1.515 -0.579 1.029
H 0.99906 0.71770 -1.51790 0.399 -0.245 0.823
H -1.47295 -1.98949 -1.90855 0.833 -0.499 -0.861
H -2.57876 -1.51128 -0.64523 0.158 -0.861 0.079
H -1.62165 -2.97010 1.06649 -0.432 -0.774 0.928
H -0.07697 -3.33896 0.16736 1.887 -1.885 -0.500
H 1.61759 3.67430 1.00638 0.203 0.084 -0.013
H -0.03235 3.15457 0.38229 1.177 0.031 -0.089
H 1.39838 3.15761 -0.75871 -0.302 0.588 0.910
H 3.19266 -0.48109 1.90571 0.195 -0.538 0.051
H -1.86967 -1.08152 1.88730 -0.849 -0.381 0.752

***

Record 2
24
Properties=species:S:1:pos:R:3:forces:R:3 method="wB97M-V/def2-TZVPD" smiles=C[C@@H]1OCC[C@]1(C)n1nnnc1[S-] charge=-1 lumo_ev=3.2 homo_energy_ev=-3.5 orbital_gap_ev=6.76
C -0.22138 -0.69483 -1.99242 0.559 -1.687 0.764
C -0.72535 -0.89733 -0.58102 0.185 -2.306 0.160
O -2.09874 -0.58409 -0.53500 -0.495 -2.578 -0.887
C -2.34307 0.66005 -0.00604 -0.611 -0.067 0.371
C -1.02837 1.21974 0.37099 3.063 0.828 -1.405
C -0.15953 0.00664 0.53410 3.866 0.022 -1.741
C -0.07280 -0.57169 1.88851 -1.934 2.199 1.841
N 1.43056 0.36796 0.15246 -3.255 0.208 0.563
N 1.74264 1.63997 -0.11799 -0.109 -0.062 -0.262
N 2.99266 1.63904 -0.36221 0.980 1.118 0.189
N 3.55693 0.43327 -0.20058 -0.310 -0.001 -0.483
C 2.55050 -0.39280 0.07930 -0.702 0.288 0.464
S 2.47318 -2.03733 0.32935 0.471 -1.784 0.068
H -0.55160 -1.55102 -2.66499 0.294 1.516 0.694
H 0.83996 -0.65924 -1.88134 0.962 -0.612 -0.483
H -0.44237 0.29000 -2.25429 -0.943 1.491 -1.238
H -0.58881 -2.02071 -0.39132 -0.260 1.635 0.371
H -2.91452 0.39390 0.94183 -0.196 1.425 -1.175
H -2.76909 1.21404 -0.84954 -0.957 0.503 0.920
H -0.35433 1.81071 -0.33948 -1.892 -0.230 0.314
H -1.06120 1.77635 1.24596 -0.070 1.143 1.724
H -1.14411 -0.78349 2.19660 1.129 0.167 0.089
H 0.42509 0.19368 2.61279 -0.970 -1.426 -1.178
H 0.46375 -1.45283 1.82434 1.196 -1.790 0.321

***

Record 3
24
Properties=species:S:1:pos:R:3:forces:R:3 method="wB97M-V/def2-TZVPD" charge=+1 lumo_ev=-2.8 homo_energy_ev=-11.7 orbital_gap_ev=8.88 de_lowest_kcal_mol=23.92
C 0.98613 0.36101 -1.60269 2.558 -0.793 0.847
C 2.44879 -1.09097 -0.74471 -0.982 0.537 -1.454
C -2.12676 0.33866 2.39073 -0.679 1.085 1.458
C -1.04253 -0.47347 2.23183 0.814 -0.799 -0.431
C -2.42425 1.20986 1.40769 0.009 0.119 -2.175
C -0.35511 -0.51269 1.05519 -2.326 1.258 -0.022
C -1.75618 1.00893 0.16041 0.267 0.107 -0.520
N 1.37825 -0.94863 -1.64082 -0.404 1.411 -0.422
N 2.80003 0.09796 -0.26475 -0.314 -2.170 -0.101
N 1.87770 0.96193 -0.82465 0.107 -1.554 -0.448
N 2.87327 -2.38525 -0.68290 0.274 0.045 -0.132
N -2.07713 1.81564 -0.91680 0.559 -0.394 -1.324
N -0.72046 0.12732 -0.03099 -2.477 2.390 -0.189
H -2.76301 0.54751 3.25586 0.695 -1.066 0.309
H -0.62701 -1.17563 2.86468 0.133 -0.984 2.178
H -3.23382 1.91998 1.61104 0.428 -0.114 -0.779
H 0.48478 -1.05710 0.92701 2.534 -2.105 0.052
H 2.12647 1.91917 -0.77732 -0.337 0.970 0.200
H 2.40258 -3.11049 -1.23112 0.061 0.925 0.212
H 3.20735 -2.78141 0.15359 0.810 0.014 1.100
H -2.16357 1.50795 -1.89052 0.680 -0.628 0.839
H -2.83458 2.42146 -0.80650 -1.208 1.072 0.814
H 1.18594 -1.60280 -2.40645 -0.328 0.440 0.728
H 0.35312 0.90104 -2.23782 -0.872 0.233 -0.739

***

Record 4
20
Properties=species:S:1:pos:R:3:forces:R:3 method="wB97M-V/def2-TZVPD" charge=0 lumo_ev=0.9 homo_energy_ev=-8.9 orbital_gap_ev=9.75 de_lowest_kcal_mol=258.39
C 2.31156 -0.98657 0.11102 6.233 -2.976 -2.558
C 1.12556 -0.26274 0.06319 -0.671 4.084 -2.386
C 1.14874 1.37972 -0.54989 -1.211 -2.862 -0.696
C -0.83429 0.66604 0.03510 0.759 2.941 4.031
C -2.20974 0.02502 0.08569 -2.427 2.737 1.966
C -0.09870 -1.12919 -0.09689 -2.764 -6.129 -1.099
C 0.02327 -0.22010 0.93615 -2.245 0.379 3.723
H 2.99141 -0.31156 -0.72170 -0.978 -2.461 2.540
H 2.85817 -1.08223 1.15946 -1.015 0.052 -2.410
H 2.21958 -2.30779 -0.56816 0.356 4.062 2.449
H 0.95573 1.23891 -1.67813 -0.549 0.481 1.548
H 2.15865 1.86595 -0.62656 -1.201 0.161 1.630
H -0.71672 0.32440 -0.93510 1.027 1.595 -2.124
H -2.90689 0.82868 -0.44038 1.039 -2.544 0.061
H -2.76398 -0.10130 1.16504 1.713 -0.075 -2.550
H -1.75109 -1.33634 -1.51479 0.155 0.351 1.845
H -0.10862 -2.20447 -0.10060 2.264 -0.786 0.546
H -0.22496 -0.19870 2.04206 0.750 -0.295 -1.427
N -1.58475 -1.21020 -0.46682 -2.502 -0.044 -2.287
O -0.05205 1.86534 0.24754 1.267 1.330 -2.802

***

Record 5
20
Properties=species:S:1:pos:R:3:forces:R:3 method="wB97M-V/def2-TZVPD" charge=0 lumo_ev=0.6 homo_energy_ev=-8.4 orbital_gap_ev=9.05 de_lowest_kcal_mol=72.92
H -1.79209 -1.01625 -1.34448 0.550 0.085 -0.144
N -1.30903 -1.79308 -0.88169 -0.787 0.062 0.489
C -0.33786 -1.47544 -0.15523 2.302 -0.120 -0.616
C 0.59232 -0.17485 -0.15272 -1.630 -0.911 0.255
C 1.41019 -0.11670 1.13437 0.063 -0.203 -0.211
C 1.48074 -0.22546 -1.39254 -0.242 -0.189 0.027
C -0.45657 0.90076 -0.17035 -1.005 0.052 0.376
O -0.51618 1.79238 -1.20872 0.120 0.276 -0.101
C -1.45382 0.81450 0.69768 0.785 1.370 -0.788
C -2.36445 0.97538 1.60731 -0.218 -0.222 0.241
H 0.13272 -2.26579 0.42750 -0.050 -0.346 0.144
H 2.08073 -0.97760 1.19901 0.010 0.033 0.014
H 2.00628 0.79294 1.16074 0.091 0.064 -0.010
H 0.75993 -0.11674 2.00393 -0.089 -0.021 0.087
H 0.88647 -0.32471 -2.30506 0.033 0.006 0.024
H 2.11488 0.65906 -1.46774 0.108 -0.008 0.050
H 2.11425 -1.11169 -1.33260 0.091 0.094 -0.047
H 0.17737 1.58876 -1.84947 -0.118 0.022 0.185
H -2.22024 1.63139 2.45701 0.098 0.051 0.069
H -3.30563 0.44313 1.57307 -0.113 -0.094 -0.043

***

Record 6
20
Properties=species:S:1:pos:R:3:forces:R:3 method="wB97M-V/def2-TZVPD" charge=0 lumo_ev=0.4 homo_energy_ev=-7.6 orbital_gap_ev=8.02 de_lowest_kcal_mol=85.88
C 0.45154 -1.25717 0.20567 -0.115 -0.954 -0.679
C -0.25801 -1.06457 -0.91642 0.349 -0.217 0.594
C 1.95675 -1.23506 0.20117 -0.091 0.250 0.037
C -0.16875 -1.85848 1.43792 -0.037 0.220 0.103
C 0.15494 1.36190 0.99087 0.481 0.741 1.589
C -1.14704 1.53970 -1.08316 -0.355 -0.294 -0.469
N -1.72965 2.42723 -1.86944 0.104 0.257 0.228
C -0.51311 2.06297 0.06919 -0.168 0.017 -0.706
O 0.72484 1.15535 1.98515 -0.445 -0.319 -1.184
H -2.22047 2.11168 -2.68985 0.083 0.021 0.051
H -1.73268 3.43833 -1.72374 -0.020 -0.096 0.040
H 0.21336 -0.78875 -1.84754 0.036 0.118 -0.009
H -1.32142 -1.24324 -0.95438 -0.051 0.086 0.044
H -0.49947 3.13278 0.28385 0.141 0.031 0.283
H 2.33564 -0.67332 1.05483 0.123 0.055 0.055
H 2.35077 -0.79677 -0.71500 0.011 0.035 -0.004
H 2.35236 -2.25038 0.28817 -0.049 -0.019 0.018
H 0.17635 -2.89031 1.57395 0.001 0.110 -0.042
H 0.13314 -1.30222 2.33052 -0.069 -0.067 0.031
H -1.25910 -1.86968 1.37823 0.072 0.026 0.020

***

Record 7
20
Properties=species:S:1:pos:R:3:forces:R:3 method="wB97M-V/def2-TZVPD" smiles="C=CC(=C)[C@H](C)C(N)=O" charge=0 lumo_ev=0.8 homo_energy_ev=-9.5 orbital_gap_ev=10.31 de_lowest_kcal_mol=21.41
C -2.64602 0.78543 0.94433 0.542 0.258 0.132
C -1.32201 0.96919 1.02557 -1.303 0.410 0.051
C -0.35955 -0.02736 0.58664 0.702 -1.107 0.290
C -0.26408 -1.20090 1.23606 0.060 0.405 -0.464
C 0.41700 0.33638 -0.67354 0.318 -0.038 -0.162
C -0.17939 -0.40316 -1.87745 -0.094 -0.168 -0.441
C 1.95082 0.15886 -0.67691 0.899 0.086 -0.163
N 2.58326 -0.10991 0.49798 -0.189 -0.060 0.345
O 2.62817 0.30637 -1.68991 -0.953 -0.122 0.364
H -3.33666 1.56544 1.24755 0.054 -0.086 0.004
H -3.07160 -0.13328 0.55058 0.122 0.064 0.064
H -0.92722 1.91887 1.38038 -0.054 0.032 -0.075
H 0.40814 -1.98527 0.90201 0.002 0.069 -0.007
H -0.86564 -1.41418 2.11614 0.051 0.132 -0.177
H 0.28781 1.41408 -0.85539 0.014 -0.188 0.071
H 0.35312 -0.16169 -2.80316 0.002 0.077 0.274
H -1.23198 -0.13513 -2.02136 0.144 -0.033 0.157
H -0.12193 -1.48984 -1.74400 -0.007 0.198 0.091
H 3.58965 -0.20576 0.46990 -0.284 0.105 -0.053
H 2.10810 -0.18815 1.38458 -0.026 -0.033 -0.301

***

Record 8
20
Properties=species:S:1:pos:R:3:forces:R:3 method="wB97M-V/def2-TZVPD" charge=0 lumo_ev="0.9 / -1.9" homo_energy_ev="-4.9 / -10.7" orbital_gap_ev="5.77 / 8.79" de_lowest_kcal_mol=20.81 spin_multiplicity=3
C 0.83471 2.36057 0.23272 0.255 2.594 1.344
C -1.19846 3.71902 -1.20630 -1.862 -1.169 0.360
C 0.80462 -1.01990 0.82684 -1.462 1.299 -0.235
C 0.13207 0.03751 -1.35233 -0.584 4.668 2.335
C -1.59606 -0.35643 0.50524 0.441 -0.007 -0.376
C 0.16232 1.36938 0.70419 -2.574 -3.452 2.612
C -0.18053 0.03417 0.15786 1.628 -2.298 -1.029
N 1.62105 3.03635 -0.38525 1.167 3.077 -5.027
O -2.07780 3.02283 -0.97973 1.608 1.310 -0.445
H 1.35124 3.89956 -0.98637 1.233 -1.662 2.101
H 0.69479 -0.86650 1.86484 0.275 0.171 1.527
H 1.79976 -0.82700 0.52882 1.143 0.080 -0.263
H 0.53276 -2.04449 0.68808 -0.288 -0.613 -0.699
H -0.08875 -0.83031 -1.78820 -0.175 -3.765 -1.722
H 1.17047 0.39648 -1.33262 -0.296 -0.326 -1.152
H -0.58608 0.77518 -1.82574 1.128 -0.414 0.276
H -1.75614 -0.07248 1.53345 -0.799 0.501 0.195
H -1.73092 -1.42078 0.49097 0.100 -0.695 -0.212
H -2.23662 0.04496 -0.27293 -0.644 0.447 0.526
H -0.27806 1.46384 1.71674 -0.294 0.254 -0.117

***

Record 9
21
Properties=species:S:1:pos:R:3:forces:R:3 method="wB97M-V/def2-TZVPD" smiles="CCC1(C)C(=O)N(C)C1=O" charge=0 lumo_ev=0.7 homo_energy_ev=-9.1 orbital_gap_ev=9.81 de_lowest_kcal_mol=51.40
C 2.06009 0.76686 -1.24952 1.889 0.994 1.081
C 1.51130 -0.43111 -0.57433 1.271 -1.693 1.702
C 0.37953 -0.38255 0.42844 -1.488 3.206 2.422
C 0.86891 -0.68372 1.91148 -3.303 -2.501 -2.825
C -0.75383 1.04738 0.43845 3.751 -3.446 -0.130
O -0.59392 2.19893 0.66046 -1.105 0.317 -0.186
N -1.70255 0.13357 0.04635 -0.973 0.644 0.441
C -3.01863 0.32469 -0.50668 -0.404 1.967 -0.005
C -0.91635 -1.04794 0.02948 0.809 1.595 -0.220
O -1.18916 -2.13327 -0.35520 -0.690 -0.937 -0.178
H 1.45539 1.18255 -2.00115 -1.017 0.766 -0.787
H 3.02717 0.53850 -1.71869 -0.324 -0.350 -0.106
H 2.37594 1.50846 -0.49488 -0.599 0.130 -0.358
H 2.36010 -0.80091 0.11689 -0.925 -0.055 -1.633
H 1.24258 -1.16314 -1.32879 0.274 -0.515 0.010
H 0.03949 -0.78902 2.60505 -0.129 0.423 0.118
H 1.58250 -0.05405 2.23497 2.307 2.483 1.019
H 1.28487 -1.67090 1.84706 0.494 -0.668 0.119
H -3.13976 1.33805 -0.91510 0.925 0.014 -0.240
H -3.00128 -0.31635 -1.36329 -1.190 -0.817 -0.175
H -3.87238 0.43397 0.18899 0.425 -1.557 -0.069

***

Record 10
22
Properties=species:S:1:pos:R:3:forces:R:3 method="wB97M-V/def2-TZVPD" smiles="C/C=C/C(=O)OC.CC#[N+][O-]" charge=0 lumo_ev=0.7 homo_energy_ev=-9.2 orbital_gap_ev=9.90 de_lowest_kcal_mol=125.22
C 3.35926 1.98826 0.04061 -0.586 -1.293 3.142
C 2.40713 0.88678 -0.39642 1.692 3.470 0.747
C 1.42715 0.55343 0.37224 -2.354 -0.913 1.902
C 0.54516 -0.58191 0.19294 -0.490 -1.972 0.163
O -0.29221 -0.94247 0.98877 -0.496 1.049 0.802
O 0.78329 -1.40732 -0.83225 1.354 1.374 -1.572
C -0.22739 -2.32720 -1.07340 1.046 -4.308 0.856
H 4.08277 2.07455 -0.66735 2.397 0.383 -1.810
H 3.82156 1.76775 1.05100 -0.099 -0.495 -1.193
H 3.04700 2.96903 0.30948 -1.344 0.883 -0.513
H 2.61243 0.63571 -1.38927 -0.159 -1.437 -1.189
H 1.12909 1.00846 1.33966 0.918 0.058 -0.686
H -0.06520 -3.22792 -0.29267 -0.793 1.910 -1.516
H -0.09539 -2.85245 -2.07501 -0.143 1.325 1.081
H -1.16691 -1.86156 -0.89911 -0.959 -0.030 -0.193
C -3.52335 -0.50092 0.97946 -3.361 1.172 -1.783
C -2.79013 0.45576 0.14812 -0.465 0.312 -0.062
N -2.26626 1.30941 -0.42185 -0.538 -1.638 0.776
O -1.61852 2.09379 -1.04447 0.759 1.335 -0.843
H -2.85401 -0.84692 1.66349 2.072 -2.126 1.403
H -4.12933 -1.26696 0.29892 1.447 1.514 1.896
H -4.18615 0.07269 1.70713 0.103 -0.573 -1.408

***

| no. | total energy (hartree) | F_max (eV/Å) |
| --- | --- | --- |
| 1 | -1116.20377 | 4.65 |
| 2 | -965.76008 | 4.24 |
| 3 | -601.60577 | 3.45 |
| 4 | -402.92219 | 7.37 |
| 5 | -403.21775 | 2.39 |
| 6 | -403.19711 | 1.82 |
| 7 | -403.29984 | 1.37 |
| 8 | -403.09709 | 6.01 |
| 9 | -478.51487 | 5.10 |
| 10 | -553.63636 | 4.51 |